Entry 1:
{"formula": "C2H2GaO2", "method": "the ωB97M-V functional and the def2-TZVPD basis", "elements": ["Ga", "O", "O", "C", "C", "H", "H"], "coordinates": [[1.97619, 0.59293, 0.15610], [0.99250, -1.00433, 0.39404], [0.38193, 1.47320, -0.47364], [-0.30842, -0.64528, 0.23701], [-0.61924, 0.65012, -0.14076], [-1.07590, -1.21534, 0.78779], [-1.34706, 0.14870, -0.96054]], "orbital_gap_ev": [5.74, 5.13], "homo_energy_ha": [-0.53914, -0.52858], "charge": 1, "relative_energy_kcal_mol": 64.07}

Entry 2:
{"formula": "C5H17N3O", "method": "the ωB97M-V functional and the def2-TZVPD basis", "elements": ["O", "N", "N", "N", "C", "C", "C", "C", "C", "H", "H", "H", "H", "H", "H", "H", "H", "H", "H", "H", "H", "H", "H", "H", "H", "H"], "coordinates": [[-2.65850, 1.87049, -0.74884], [2.31023, 1.32358, -0.14470], [1.41246, -0.49552, -1.60730], [-1.97506, 0.00730, 1.75803], [0.13092, -1.33058, 1.17869], [2.12701, 0.75936, -1.47230], [-0.36547, -1.57669, -0.24205], [-0.53542, -0.15147, 1.91743], [-0.00569, -0.49644, -1.24616], [-3.09345, 2.47604, -0.14036], [-1.44882, -1.71083, -0.23879], [1.20751, -1.16165, 1.15006], [-0.06910, 0.79113, 1.64071], [1.42219, 1.41249, 0.33458], [1.59444, 1.50116, -2.07049], [-2.21821, 0.35351, 0.83784], [-0.60214, -0.63946, -2.15240], [-2.45260, -0.87442, 1.89176], [0.03226, -2.53033, -0.60296], [-2.07079, 2.41740, -1.27873], [-0.29701, 0.48663, -0.87036], [2.90558, 0.74093, 0.42810], [1.91235, -1.25839, -1.15939], [3.11287, 0.60875, -1.91263], [-0.34091, -0.28342, 2.98212], [-0.03467, -2.23956, 1.76816]], "orbital_gap_ev": 9.17, "homo_energy_ha": -0.31271, "smiles": "NCCCCNCN.O", "charge": 0, "relative_energy_kcal_mol": 14.58}

Entry 3:
{"formula": "C9H14NS", "method": "the ωB97M-V functional and the def2-TZVPD basis", "elements": ["S", "N", "C", "C", "C", "C", "C", "C", "C", "C", "C", "H", "H", "H", "H", "H", "H", "H", "H", "H", "H", "H", "H", "H", "H"], "coordinates": [[2.51054, -1.11264, 0.20610], [1.10354, -1.08684, 1.10378], [-1.41061, -0.64612, -2.34602], [0.45681, 1.53133, 0.88539], [0.40717, 0.58893, -1.34809], [-0.94464, 0.24550, -1.23209], [1.03057, 1.36166, -0.39007], [-0.98980, 1.48203, 0.74979], [-1.69705, 0.80386, -0.21099], [0.85481, 0.11593, 1.82707], [-0.01254, -1.91491, 0.70778], [-1.26617, -0.17382, -3.24424], [2.01717, 1.77200, -0.51454], [1.66488, 0.46947, 2.50887], [0.13077, -2.13352, -0.35749], [-0.93375, -1.24113, 0.81397], [-1.48777, 1.89519, 1.57460], [-0.90588, -1.65878, -2.31759], [-2.45802, -0.77261, -2.26065], [0.75349, 2.42306, 1.55729], [-0.16971, 0.10054, 2.22866], [0.80522, 0.29120, -2.26575], [3.24692, -0.38215, 1.08766], [-2.72583, 0.83018, -0.24052], [0.01988, -2.78836, 1.47709]], "orbital_gap_ev": [6.61, 6.62], "homo_energy_ha": [-0.44203, -0.44208], "charge": 1, "relative_energy_kcal_mol": 70.60}

Entry 4:
{"formula": "CHClFO3", "method": "the ωB97M-V functional and the def2-TZVPD basis", "elements": ["Cl", "F", "O", "O", "O", "C", "H"], "coordinates": [[-1.25401, 1.65560, -0.83587], [0.99036, 0.39335, -1.24067], [2.57824, 1.49169, 2.19257], [1.28563, 1.89957, 0.53592], [1.89035, 1.07216, 1.31205], [-0.00258, 0.70897, -0.41522], [-0.32146, -0.10559, 0.36360]], "orbital_gap_ev": [9.77, 9.73], "homo_energy_ha": [-0.66711, -0.66696], "charge": 1, "relative_energy_kcal_mol": 72.44}

Entry 5:
{"formula": "C29H34NO2S", "method": "the ωB97M-V functional and the def2-TZVPD basis", "elements": ["S", "O", "O", "N", "C", "C", "C", "C", "C", "C", "C", "C", "C", "C", "C", "C", "C", "C", "C", "C", "C", "C", "C", "C", "C", "C", "C", "C", "C", "C", "C", "C", "C", "H", "H", "H", "H", "H", "H", "H", "H", "H", "H", "H", "H", "H", "H", "H", "H", "H", "H", "H", "H", "H", "H", "H", "H", "H", "H", "H", "H", "H", "H", "H", "H", "H", "H"], "coordinates": [[-2.08901, 1.51338, 6.84537], [-1.52793, 1.93211, 5.58691], [-3.41842, 1.88528, 7.24625], [-1.98483, -0.36161, 6.73985], [1.69178, 1.31531, 2.08068], [-0.01759, -0.88572, 2.24776], [-1.50314, -5.32360, 7.40681], [-2.91103, -3.54158, 8.25908], [-5.65788, -1.39430, 4.25597], [-4.21849, -1.91947, 4.20110], [-0.90242, 1.74559, 8.12285], [-0.91988, -2.07568, 2.30940], [1.34822, -1.05957, 2.04712], [-0.79562, -3.01194, 7.20000], [-0.38639, 2.45805, 10.34970], [-0.56736, 0.42868, 2.43313], [-1.96057, 0.61059, 2.68060], [3.68464, -0.16233, 1.72166], [0.45344, 1.58222, 7.82891], [2.22016, 0.02805, 1.94555], [-2.22336, -1.12084, 7.99791], [0.34075, 1.53884, 2.31724], [-3.15368, -0.93212, 4.53114], [0.97174, 2.25359, 10.09625], [1.96115, 2.52354, 11.18670], [-1.97947, -2.59506, 7.80806], [-1.33365, 2.20780, 9.36830], [-0.17334, 2.94078, 2.40799], [-2.67824, -4.90521, 8.04047], [-2.56990, -0.75352, 5.63326], [1.38482, 1.83222, 8.82761], [-0.55279, -4.37848, 7.00727], [-3.04014, 0.35662, 1.71658], [-3.81202, -3.19639, 8.77578], [0.38899, -4.69376, 6.55481], [-6.33835, -2.05712, 3.70854], [4.00430, 0.32555, 0.79517], [-0.06409, -2.26097, 6.88708], [-1.50584, -2.07499, 3.23744], [2.45011, 1.70585, 8.62354], [-3.25380, -0.94395, 8.33477], [-5.72632, -0.38046, 3.85108], [1.91520, 3.57450, 11.49255], [0.76693, 1.25253, 6.83947], [-0.71005, 2.81880, 11.32726], [-6.01363, -1.36971, 5.29393], [-3.41527, -5.63554, 8.38022], [-1.62734, -2.09277, 1.46878], [2.97501, 2.30155, 10.85154], [-0.71719, 3.10118, 3.34526], [-1.30354, -6.38868, 7.26676], [-3.59690, 1.28449, 1.50641], [-2.25178, 1.22103, 3.53275], [-2.39843, 2.34446, 9.54754], [0.66753, 3.63980, 2.36945], [4.28236, 0.27076, 2.53173], [2.36100, 2.17193, 1.99867], [1.73574, -2.07764, 1.95974], [3.93183, -1.22309, 1.65120], [-0.33861, -3.00343, 2.26660], [-2.68781, -0.06524, 0.76300], [-4.16057, -2.73125, 4.94846], [-1.53049, -0.69763, 8.73225], [1.74837, 1.92035, 12.07596], [-4.00717, -2.35495, 3.21251], [-3.75319, -0.33651, 2.17036], [-0.83907, 3.18772, 1.56949]], "orbital_gap_ev": 6.59, "homo_energy_ha": -0.41600, "charge": 1}

Entry 6:
{"formula": "CH2N2O4", "method": "the ωB97M-V functional and the def2-TZVPD basis", "elements": ["O", "O", "O", "O", "N", "N", "C", "H", "H"], "coordinates": [[1.33314, -1.86055, -0.10750], [3.74835, -0.92426, -0.44708], [4.09309, 1.05539, 0.19481], [2.14168, 0.40448, 0.29277], [3.43824, 0.12230, -0.04882], [-0.15320, -0.16894, 0.45062], [1.01186, -0.78155, 0.19985], [-1.07612, -0.44328, 0.33484], [-0.16876, 0.73039, 0.84511]], "orbital_gap_ev": 11.54, "homo_energy_ha": -0.41032, "smiles": "NC(=O)O[N+](=O)[O-]", "charge": 0, "relative_energy_kcal_mol": 33.16}